Here is an isolated molecule of C4H6N2O2 in a non-equilibrium geometry from the Open Molecules 2025 dataset. Energies are from wB97M-V/def2-TZVPD.

Properties
E = -415.915702 a.u.
LUMO = 0.1 eV
Multiplicity = 1
Energy relative to the best compared isomer or geometry (same formula, charge and spin) = 3.399 eV
HOMO-LUMO gap = 9.4 eV
SMILES = C=C/N=C(\N)C(=O)O

```
14
Properties=species:S:1:pos:R:3:forces:R:3
C -1.00912 0.67853 3.00653 -1.580 -1.290 -0.642
C -0.00359 0.20496 2.20059 2.162 0.510 0.573
N -0.28007 0.00924 0.76376 2.313 0.972 3.623
C 0.63977 -0.17013 -0.13259 -2.135 -0.387 -1.673
N 1.92893 -0.58997 -0.48062 -3.208 -0.062 -1.539
C -0.16474 -0.01523 -1.41503 -1.255 -1.663 -1.418
O 0.39395 0.07099 -2.47010 0.186 0.244 -0.584
O -1.53740 -0.22141 -1.39915 0.598 2.450 1.884
H -2.04261 0.73423 2.37737 2.419 0.043 1.854
H -1.11499 0.77360 4.20602 0.846 -0.081 -3.323
H 1.21669 0.10992 2.53652 -3.721 0.096 -0.656
H 2.00153 -0.57517 -1.55176 -0.008 0.261 2.189
H 2.67058 -0.25479 0.02154 2.248 0.733 1.445
H -1.89955 0.29191 -0.57471 1.134 -1.826 -1.735
```
Forces are in eV/Å.

Results of the natural (NBO) charge analysis, in e, for atoms 1 through 2: number 1, C, carries -0.4264; number 2, C, carries -0.0592